C55H55InN2O14PS as an isolated structure at a distorted geometry. Source: the Open Molecules 2025 dataset; level of theory: wB97M-V/def2-TZVPD.

As for the net charge: -1. Its orbital gap is 3.186 eV. Its lowest unoccupied orbital energy is -0.3817 eV.

Each line ends with the Löwdin charge.
CARTESIAN COORDINATES (ANGSTROEM)
C -3.089 -2.516 -1.310  -0.2038
C -1.774 -1.885 -1.803  -0.5050
P -1.967 -1.444 -3.594  0.7933
C -1.278 -2.826 -4.617  -0.5237
C 0.242 -2.912 -4.721  -0.1845
In -0.976 0.831 -4.158  0.6423
O 0.457 0.693 -5.667  -0.4225
C -2.597 2.203 -4.764  -0.2851
C -3.376 2.921 -3.648  -0.3099
C -4.108 2.115 -2.564  -0.2054
C -5.635 2.113 -2.795  -0.2033
C -6.185 0.791 -3.316  -0.2041
C -7.712 0.785 -3.410  -0.2627
C -8.543 0.887 -2.143  -0.4701
S -8.528 -0.531 -1.018  1.0111
C -7.678 0.078 0.352  -0.7142
N -7.663 -0.523 1.484  0.0362
N -6.862 0.261 2.319  0.0695
C -6.481 1.252 1.617  -0.1933
O -6.963 1.224 0.355  0.0429
C 0.085 1.588 -2.356  -0.2302
C -0.592 2.148 -1.286  -0.1530
C 0.039 2.594 -0.141  -0.1200
C 1.410 2.484 -0.051  -0.1196
C 2.104 1.948 -1.110  -0.1302
C 1.460 1.509 -2.248  -0.1445
H -3.814 -1.715 -1.195  0.0423
H -2.957 -3.082 -0.390  0.0531
H -3.488 -3.152 -2.098  0.0407
H -1.632 -0.967 -1.235  0.0461
H -0.964 -2.561 -1.570  0.0247
H -1.755 -2.759 -5.592  0.0468
H -1.639 -3.751 -4.168  0.0400
H 0.721 -2.824 -3.753  0.0429
H 0.521 -3.892 -5.125  0.0578
H 0.625 -2.180 -5.427  0.0472
H 0.181 -0.014 -6.257  -0.0818
H -2.185 2.935 -5.458  0.0240
H -3.311 1.620 -5.353  0.0199
H -4.170 3.485 -4.147  0.0841
H -2.714 3.661 -3.205  0.0679
H -3.935 2.636 -1.623  0.0770
H -3.740 1.099 -2.419  0.0886
H -6.118 2.269 -1.831  0.0842
H -5.889 2.935 -3.461  0.1049
H -5.819 0.653 -4.333  0.1154
H -5.790 -0.028 -2.717  0.1056
H -7.977 1.672 -3.991  0.1119
H -8.014 -0.074 -4.007  0.1049
H -9.585 0.977 -2.441  0.0662
H -8.314 1.787 -1.583  0.0734
H -5.824 2.042 1.970  0.0695
H -1.672 2.244 -1.330  0.0720
H -0.562 3.011 0.652  0.0628
H 1.913 2.812 0.848  0.0921
H 3.184 1.881 -1.029  0.0914
H 2.067 1.094 -3.042  0.0918
C -2.785 5.266 3.865  0.0209
C -4.062 5.176 4.223  0.0188
C -4.900 4.022 3.807  -0.3736
O -6.066 3.945 4.134  0.1097
C -4.260 2.972 2.976  0.0183
C -2.981 3.061 2.618  0.0531
C -2.142 4.215 3.036  -0.3757
O -0.980 4.295 2.707  0.1072
H -2.155 6.097 4.155  0.1201
H -4.552 5.928 4.828  0.1194
H -4.901 2.135 2.681  0.0613
H -2.489 2.312 2.008  0.1266
C 4.905 -1.904 -1.552  0.0365
C 6.033 -1.945 -0.847  0.0172
C 6.017 -1.771 0.624  -0.3811
O 7.036 -1.807 1.287  0.0803
C 4.710 -1.552 1.282  0.0194
C 3.580 -1.507 0.584  0.0362
C 3.588 -1.684 -0.892  -0.3865
O 2.562 -1.654 -1.530  0.1142
H 4.883 -2.029 -2.628  0.1265
H 7.001 -2.106 -1.304  0.1185
H 4.733 -1.434 2.358  0.0994
H 2.613 -1.347 1.045  0.1317
C 4.977 -1.920 5.855  0.0235
C 5.560 -2.647 6.804  0.0230
C 4.963 -3.926 7.268  -0.3842
O 5.491 -4.589 8.135  0.1045
C 3.694 -4.363 6.631  0.0210
C 3.112 -3.637 5.681  0.0230
C 3.708 -2.358 5.218  -0.3823
O 3.183 -1.700 4.345  0.0932
H 5.394 -0.987 5.499  0.1230
H 6.488 -2.350 7.277  0.1173
H 3.279 -5.299 6.983  0.1215
H 2.189 -3.936 5.201  0.1230
C 10.900 -3.615 4.990  0.0175
C 11.626 -3.952 3.928  0.0175
C 11.358 -3.360 2.591  -0.3853
O 12.021 -3.673 1.625  0.1033
C 10.252 -2.378 2.488  0.0226
C 9.526 -2.039 3.550  0.0195
C 9.792 -2.630 4.884  -0.3813
O 9.133 -2.322 5.855  0.0930
H 11.075 -4.034 5.973  0.1198
H 12.437 -4.667 3.981  0.1194
H 10.068 -1.958 1.507  0.1207
H 8.714 -1.327 3.490  0.1147
C 1.396 -4.677 -0.427  0.0462
C 1.900 -5.378 0.586  0.0207
C 1.254 -6.630 1.048  -0.3927
O 1.708 -7.271 1.975  0.0876
C 0.025 -7.070 0.339  0.0138
C -0.478 -6.372 -0.675  0.0316
C 0.174 -5.122 -1.143  -0.3529
O -0.268 -4.484 -2.070  0.1017
H 1.841 -3.756 -0.778  0.0961
H 2.790 -5.071 1.121  0.1159
H -0.429 -7.985 0.697  0.1179
H -1.372 -6.674 -1.206  0.1238
C -2.676 8.549 -2.205  0.0133
C -3.427 7.480 -1.959  0.0219
C -2.809 6.169 -1.632  -0.3745
O -3.483 5.189 -1.408  0.1039
C -1.325 6.094 -1.592  0.0423
C -0.577 7.167 -1.839  0.0242
C -1.191 8.477 -2.163  -0.3905
O -0.514 9.459 -2.386  0.0921
H -3.100 9.516 -2.446  0.1170
H -4.509 7.507 -1.984  0.1192
H -0.899 5.125 -1.355  0.1147
H 0.505 7.137 -1.817  0.1231

Cartesian forces (eV/Å) of the 6 atoms listed first:
C 0.287 0.185 -0.526
C -0.423 -0.088 0.177
P -0.850 0.450 -0.446
C 0.363 -0.073 0.767
C -0.190 -0.507 -0.626
In 0.266 0.121 0.339